[1]
Density functional theory data (the ωB97M-V functional and the def2-TZVPD basis) for one molecule with the formula C3H7NO2 in a non-equilibrium geometry.

XYZ file:
```
13
Properties=species:S:1:pos:R:3
C -0.441 -0.631 0.512
C 0.155 0.074 -0.711
C 0.860 1.383 -0.397
O 0.623 1.958 0.814
O 1.532 1.948 -1.222
N -0.473 -2.083 0.282
H 0.194 -0.440 1.370
H -1.420 -0.197 0.728
H 0.904 -0.540 -1.197
H -0.609 0.435 -1.406
H 0.700 2.904 0.614
H -1.130 -2.270 -0.468
H -0.893 -2.543 1.081
```

Energy relative to the best compared isomer or geometry (same formula, charge and spin) ... 77.00 kJ/mol
Total energy ... -8809.731 eV
Orbital gap ... 10.5 eV
Structure (SMILES) ... NCCC(=O)O
Total charge ... 0

Table of Löwdin atomic charges, one value per atom, all in e: -0.2818, -0.0926, -0.5200, 0.0885, 0.0942, -0.0128, 0.1076, 0.1102, 0.1239, 0.1313, 0.1250, 0.0643, 0.0621

---

[2]
Density functional theory data (the ωB97M-V functional and the def2-TZVPD basis) for a 2-piece molecular cluster, C3H7NO2 overall in a non-equilibrium geometry.

XYZ file:
```
13
Properties=species:S:1:pos:R:3
O 0.304 -1.605 -0.042
C 0.916 -0.743 0.553
C 2.347 -0.390 0.275
H 0.399 -0.213 1.362
H 2.904 -0.696 1.168
H 2.434 0.698 0.311
H 2.790 -0.858 -0.594
C -1.835 1.251 -0.427
N -2.323 -0.024 -0.455
O -0.767 1.503 0.099
H -2.462 2.064 -0.814
H -3.080 -0.246 -1.069
H -1.628 -0.740 -0.366
```

Energy relative to the best compared isomer or geometry (same formula, charge and spin) ... 100.62 kJ/mol
Total energy ... -8809.486 eV
Orbital gap ... 10.8 eV
Structure (SMILES) ... CC=O.NC=O
Total charge ... 0

Table of Löwdin atomic charges, one value per atom, all in e: 0.0047, -0.3237, -0.0426, 0.1092, 0.0834, 0.0824, 0.0798, -0.3806, 0.1326, -0.0142, 0.1230, 0.0875, 0.0585

---

[3]
Density functional theory data (the ωB97M-V functional and the def2-TZVPD basis) for C3H7NO2 as an isolated structure in a non-equilibrium geometry.

XYZ file:
```
13
Properties=species:S:1:pos:R:3
C -1.222 0.016 -0.733
C -0.775 1.423 -0.965
C 0.492 -0.974 0.220
O 1.493 -1.924 1.527
O 2.050 -1.064 2.532
N -0.363 -0.663 0.992
H 2.462 -0.386 1.967
H 1.195 -1.051 -0.595
H -2.200 -0.102 -0.279
H -1.110 -0.674 -1.567
H -0.828 2.012 -0.047
H -1.437 1.912 -1.692
H 0.244 1.475 -1.359
```

Energy relative to the best compared isomer or geometry (same formula, charge and spin) ... 853.73 kJ/mol
Total energy ... -8801.681 eV
Orbital gap (alpha / beta) ... 7.8 / 7.8 eV
Total charge ... 0

Table of Löwdin atomic charges, one value per atom, all in e: -0.0839, -0.1367, -0.1269, -0.3125, -0.1490, 0.2123, 0.0599, 0.1260, 0.0812, 0.0876, 0.0829, 0.0848, 0.0742

---

[4]
Density functional theory data (the ωB97M-V functional and the def2-TZVPD basis) for one molecule with the formula C3H7NO2.

XYZ file:
```
13
Properties=species:S:1:pos:R:3
C -0.862 1.528 0.307
C -0.336 0.132 0.176
N -1.178 -0.805 -0.031
O -0.525 -2.035 -0.194
C 1.159 -0.113 0.215
O 1.665 -0.370 -1.080
H -1.944 1.553 0.160
H -0.626 1.945 1.292
H -0.382 2.168 -0.443
H -1.261 -2.652 -0.285
H 1.369 -0.946 0.899
H 1.674 0.777 0.586
H 1.216 -1.174 -1.377
```

Energy relative to the best compared isomer or geometry (same formula, charge and spin) ... 262.52 kJ/mol
Total energy ... -8807.808 eV
Orbital gap ... 10.7 eV
Structure (SMILES) ... C/C(CO)=N/O
Total charge ... 0

Table of Löwdin atomic charges, one value per atom, all in e: -0.0397, -0.3328, 0.0441, -0.0767, -0.2170, -0.0481, 0.0785, 0.0833, 0.0884, 0.0979, 0.1207, 0.1226, 0.0789

---

[5]
Density functional theory data (the ωB97M-V functional and the def2-TZVPD basis) for one molecule with the formula C3H7NO2 in a non-equilibrium geometry.

XYZ file:
```
13
Properties=species:S:1:pos:R:3
O -1.422 -0.970 1.946
C -0.670 -1.121 0.845
C -0.366 1.381 -1.312
N 0.809 0.797 -1.123
C 1.254 0.110 -0.076
O 0.449 -0.031 0.977
H -0.813 -0.972 2.693
H -1.307 -1.031 -0.034
H -0.070 -2.029 0.817
H -1.033 1.479 -0.479
H -0.515 1.903 -2.236
H 1.455 0.834 -1.898
H 2.228 -0.350 -0.122
```

Energy relative to the best compared isomer or geometry (same formula, charge and spin) ... 398.38 kJ/mol
Total energy ... -8806.400 eV
Orbital gap ... 7.3 eV
Total charge ... 0

Table of Löwdin atomic charges, one value per atom, all in e: 0.0103, -0.2252, -0.0518, -0.0737, -0.2778, -0.0874, 0.1090, 0.1229, 0.1216, 0.0502, 0.0370, 0.1535, 0.1113

---

[6]
Density functional theory data (the ωB97M-V functional and the def2-TZVPD basis) for one molecule with the formula C3H7NO2.

XYZ file:
```
13
Properties=species:S:1:pos:R:3
O -2.301 -0.440 0.904
C -1.262 -0.734 -0.011
C -0.303 0.450 -0.168
N 1.012 0.107 -0.669
C 2.105 0.186 0.144
O 2.067 0.415 1.336
H -2.251 0.495 1.133
H -1.709 -1.007 -0.979
H -0.703 -1.604 0.352
H -0.120 0.883 0.820
H -0.755 1.223 -0.803
H 1.167 -0.003 -1.659
H 3.054 0.028 -0.400
```

Energy relative to the best compared isomer or geometry (same formula, charge and spin) ... 111.27 kJ/mol
Total energy ... -8809.376 eV
Orbital gap ... 10.8 eV
Structure (SMILES) ... O=CNCCO
Total charge ... 0

Table of Löwdin atomic charges, one value per atom, all in e: -0.0644, -0.2501, -0.1837, 0.0164, -0.3581, 0.0174, 0.0790, 0.1143, 0.1197, 0.1182, 0.1283, 0.1330, 0.1301

---

[7]
Density functional theory data (the ωB97M-V functional and the def2-TZVPD basis) for one molecule with the formula C3H7NO2 in a non-equilibrium geometry.

XYZ file:
```
13
Properties=species:S:1:pos:R:3
C -0.096 -0.048 -0.085
C -0.342 -0.498 1.313
C -1.168 -0.129 -1.115
O 1.911 0.704 0.687
N 1.080 0.355 -0.450
O 1.440 0.816 -1.539
H 2.714 1.077 0.291
H -0.447 0.365 1.978
H -1.445 -1.171 -1.304
H -1.260 -1.087 1.360
H 0.490 -1.103 1.681
H -2.059 0.403 -0.768
H -0.818 0.315 -2.048
```

Energy relative to the best compared isomer or geometry (same formula, charge and spin) ... 400.46 kJ/mol
Total energy ... -8806.378 eV
Orbital gap ... 9.4 eV
Structure (SMILES) ... CC(C)=[N+]([O-])O
Total charge ... 0

Table of Löwdin atomic charges, one value per atom, all in e: -0.2954, -0.0323, -0.0166, 0.0318, -0.2791, -0.0390, 0.1108, 0.0910, 0.0902, 0.0827, 0.0871, 0.0908, 0.0779

---

[8]
Density functional theory data (the ωB97M-V functional and the def2-TZVPD basis) for a 2-piece molecular cluster, C3H7NO2 overall in a non-equilibrium geometry.

XYZ file:
```
13
Properties=species:S:1:pos:R:3
C -0.792 0.479 0.140
C 1.863 0.021 0.261
N 0.757 0.488 -0.556
C -0.882 -0.690 -0.672
O -2.703 -0.259 0.010
O -0.756 -1.754 -1.111
H -2.959 -1.015 0.562
H 0.935 1.365 -1.033
H -0.668 0.356 1.209
H -1.277 1.366 -0.247
H 2.071 0.689 1.106
H 1.635 -0.970 0.664
H 2.776 -0.077 -0.333
```

Energy relative to the best compared isomer or geometry (same formula, charge and spin) ... 518.94 kJ/mol
Total energy ... -8805.150 eV
Orbital gap ... 9.1 eV
Total charge ... 0

Table of Löwdin atomic charges, one value per atom, all in e: -0.0816, -0.1462, -0.1231, -0.1900, -0.2921, 0.2441, -0.0074, 0.0955, 0.1356, 0.1322, 0.0742, 0.0797, 0.0793

---

Q: Which value of energy relative to the best compared isomer or geometry (same formula, charge and spin) does entry 7 give?
A: 400.46 kJ/mol